Record 1
Computed, not measured: C3H10N2S2 in the gas phase at a distorted geometry, with ωB97M-V/def2-TZVPD.

CARTESIAN COORDINATES (ANGSTROEM)
S1 4.06 -0.11 -0.41
S2 2.35 0.96 -1.00
C1 1.06 -0.28 -0.27
C2 -0.30 0.35 -0.16
C3 -1.32 -0.74 0.19
N1 -2.59 -0.18 0.64
N2 -0.25 1.33 0.95
H1 4.07 -0.97 -1.45
H2 1.06 -1.03 -1.06
H3 1.54 -0.53 0.67
H4 -0.54 0.80 -1.14
H5 -1.43 -1.46 -0.63
H6 -0.86 -1.31 1.00
H7 -3.12 0.25 -0.10
H8 -3.12 -0.92 1.07
H9 -1.11 1.84 0.96
H10 0.48 2.01 0.73

HOMO-LUMO gap	9.566	eV
structure (SMILES)	NC[C@@H](N)CSS
total charge	0
spin multiplicity	1
ΔE to the lowest compared entry with this formula, charge and spin	0.229	eV

These are the Löwdin partial charges, in e, on atoms 1 to 8: S 0.301; S 0.385; C -0.477; C -0.500; C -0.268; N 0.001; N 0.037; H -0.197

***

Record 2
Computed, not measured: C14H21N2O3S2Zr as an isolated structure at a distorted geometry, with ωB97M-V/def2-TZVPD.

CARTESIAN COORDINATES (ANGSTROEM)
Zr1 0.15 0.13 0.18
C1 0.52 2.98 1.98
O1 1.11 1.99 1.05
C2 2.59 1.93 1.11
C3 2.94 1.73 -0.33
O2 2.13 0.58 -0.69
C4 2.50 -0.35 -1.79
C5 2.51 -1.69 -1.12
O3 1.30 -1.75 -0.34
C6 1.20 -3.11 0.27
H1 1.01 3.92 1.80
H2 0.59 2.59 2.97
H3 -0.56 3.01 1.82
H4 2.88 1.12 1.74
H5 2.96 2.91 1.48
H6 4.01 1.46 -0.60
H7 2.54 2.56 -0.90
H8 3.45 0.00 -2.29
H9 1.65 -0.25 -2.51
H10 3.36 -1.89 -0.47
H11 2.44 -2.49 -1.87
H12 0.78 -3.77 -0.48
H13 0.56 -3.07 1.18
H14 2.16 -3.43 0.58
S1 -0.63 -0.32 2.48
C7 -1.74 -1.39 1.54
C8 -2.64 -2.24 2.18
C9 -3.50 -2.92 1.30
C10 -3.43 -2.80 -0.08
C11 -2.47 -1.98 -0.60
N1 -1.66 -1.26 0.22
H15 -2.70 -2.33 3.22
H16 -4.25 -3.53 1.73
H17 -4.04 -3.40 -0.70
H18 -2.40 -1.84 -1.65
S2 -3.41 2.76 -1.40
C12 -2.04 3.20 -2.34
C13 -1.01 2.41 -1.91
N2 -1.25 1.50 -0.91
C14 -2.55 1.56 -0.58
H19 -2.02 3.99 -3.09
H20 -0.05 2.50 -2.38
H21 -2.96 0.96 0.21

HOMO-LUMO gap	7.787	eV
total charge	+3
spin multiplicity	1
ΔE to the lowest compared entry with this formula, charge and spin	0.000	eV

These are the Löwdin partial charges, in e, on atoms 1 to 8: Zr 1.775; C 0.016; O -0.409; C -0.084; C -0.077; O -0.359; C -0.055; C -0.123